No. 1
Below is a structure of composition C37H46IrNOS4Si in a non-equilibrium geometry, with properties calculated with the ωB97M-V functional and the def2-TZVPD basis.

```
91
Properties=species:S:1:pos:R:3:forces:R:3:lowdin_spin:R:1
Ir 0.075400 -0.110900 0.752800 0.0 -0.1 0.5 0.8576
C 4.356300 1.417500 2.489000 -0.1 -0.4 0.4 0.0005
C 4.357600 0.451600 1.315000 -0.3 0.7 0.1 0.0024
S 2.784400 -0.430200 0.984500 -0.2 -0.8 0.0 0.0258
C 2.940300 -1.818000 2.179700 0.1 0.0 -0.2 0.0010
C 1.879600 -1.971700 3.275600 -0.1 0.0 -0.4 -0.0067
S 0.432600 -0.850000 3.303200 -0.3 0.4 -1.2 -0.0438
C 0.967200 0.406400 4.534100 -0.1 0.5 -0.6 0.0014
C 2.041900 1.386600 4.109500 0.6 0.0 0.1 -0.0008
S 3.744400 0.689000 4.049100 -0.2 0.3 -0.1 0.0006
H 3.773500 2.312800 2.284900 0.1 0.1 0.0 0.0000
H 5.389100 1.710500 2.683900 0.0 0.1 0.0 -0.0001
H 5.102100 -0.329700 1.459300 -0.1 -0.1 -0.1 0.0007
H 4.601900 0.986800 0.396600 0.0 -0.1 -0.1 0.0001
H 3.922500 -1.707200 2.636700 -0.2 0.0 0.0 0.0003
H 2.955200 -2.717200 1.563200 0.0 0.2 0.2 0.0006
H 2.336200 -1.867900 4.258600 -0.1 0.1 0.0 -0.0010
H 1.431500 -2.963400 3.210100 -0.1 0.0 0.0 -0.0006
H 1.262600 -0.145700 5.426800 -0.1 -0.3 -0.1 -0.0007
H 0.053400 0.954400 4.768900 -0.1 -0.1 0.0 0.0000
H 2.078700 2.189600 4.849100 -0.2 0.0 -0.1 0.0000
H 1.818700 1.803700 3.131000 -0.1 0.0 0.1 0.0003
C -2.076100 0.311900 0.685600 1.4 -0.7 0.3 0.0086
Si -2.758900 1.711400 -0.364800 -1.6 0.7 -1.7 0.0008
C -1.417200 3.145000 0.064900 0.6 0.0 0.7 0.0165
N -0.101700 2.631100 0.057900 -0.7 0.2 0.1 -0.0231
C 0.541700 2.450200 -1.236100 -0.1 -0.3 -0.7 -0.0085
C 1.708800 3.436800 -1.437300 0.2 0.2 0.2 -0.0037
C 1.349000 4.778600 -0.808800 0.1 -0.1 0.0 -0.0008
C 1.197300 4.619600 0.705400 -0.3 0.1 -0.4 -0.0003
C 0.799900 3.164400 1.054100 0.7 0.1 1.0 0.0021
C -2.611000 1.671900 -2.271300 0.2 -0.4 1.6 0.0085
C -2.100100 0.557900 -2.926300 0.2 0.1 -0.3 0.0065
C -1.908900 0.596000 -4.300400 0.0 -0.3 0.1 0.0005
C -2.238800 1.732000 -5.017600 0.1 0.0 -0.3 0.0089
C -2.747800 2.846700 -4.371200 -0.1 0.1 0.3 0.0027
C -2.940200 2.812200 -2.999100 0.2 0.2 -0.2 0.0030
C -4.535600 2.307100 0.051600 2.0 -0.8 0.2 0.0119
C -5.515000 2.447400 -0.925500 -0.4 0.2 -0.4 0.0069
C -6.796400 2.856700 -0.585500 0.4 -0.2 -0.2 0.0032
C -7.106800 3.093100 0.741400 -0.3 0.1 0.1 0.0184
C -6.142400 2.946600 1.722500 0.4 -0.1 0.4 0.0026
C -4.859900 2.541100 1.385900 -0.5 0.4 0.2 0.0080
H -2.500700 -0.641000 0.361900 -0.2 -0.1 0.1 0.0044
H -2.403500 0.463000 1.718900 0.0 -0.1 0.0 0.0011
H -1.659500 3.535500 1.049000 0.0 -0.1 0.2 0.0008
H -1.571600 3.924500 -0.681000 -0.1 -0.3 -0.5 -0.0004
H -0.201200 2.580100 -2.023300 0.0 -0.1 0.1 -0.0006
H 0.922800 1.415800 -1.298800 0.0 -0.1 -0.1 -0.0042
H 1.888400 3.546700 -2.505000 0.0 -0.2 0.0 -0.0004
H 2.622600 3.049600 -0.985200 0.1 0.0 -0.1 0.0001
H 0.423700 5.144200 -1.257100 0.0 0.1 0.0 0.0000
H 2.124200 5.513300 -1.027800 -0.1 0.0 -0.1 -0.0004
H 0.447300 5.310900 1.084600 0.0 0.0 0.1 0.0000
H 2.139400 4.843400 1.206600 0.0 -0.1 0.1 0.0000
H 0.317600 3.137900 2.033600 0.1 -0.1 -0.1 0.0014
H 1.692600 2.533500 1.048200 -0.2 0.0 0.1 -0.0012
H -1.844500 -0.331400 -2.370400 0.1 -0.2 0.1 -0.0002
H -1.517200 -0.272100 -4.808400 0.0 -0.1 -0.1 -0.0001
H -2.107500 1.752000 -6.090400 0.1 0.0 0.0 0.0004
H -2.994800 3.740400 -4.924000 -0.1 0.0 -0.1 0.0000
H -3.337500 3.687100 -2.502400 -0.1 0.1 0.1 0.0002
H -5.303100 2.228700 -1.959800 0.1 0.0 -0.1 0.0001
H -7.541300 2.966800 -1.358200 -0.1 0.0 0.0 -0.0001
H -8.115300 3.376600 1.011700 0.0 0.1 0.0 0.0007
H -6.377500 3.155800 2.756400 -0.1 0.0 0.0 -0.0002
H -4.124900 2.432900 2.167500 0.2 0.0 0.2 0.0002
O 0.335300 -1.995300 -0.505900 -1.0 2.5 0.3 0.0689
S 1.080000 -3.244200 -0.065900 0.3 -2.5 -0.2 0.0097
C 1.245100 -4.344900 -1.503800 0.1 0.7 0.6 0.0041
C 0.152100 -4.749400 -2.248100 -0.1 -0.1 -0.1 0.0008
C 0.353000 -5.668300 -3.266800 -0.2 0.2 0.1 0.0001
C 1.622500 -6.163700 -3.525100 0.1 0.0 0.0 0.0001
C 2.705900 -5.755700 -2.763200 0.0 0.0 0.0 0.0002
C 2.520900 -4.832400 -1.746200 0.1 0.1 0.1 0.0004
C -0.139600 -4.170700 0.892100 0.3 0.4 -0.1 0.0021
C -1.473600 -3.809500 0.811600 0.0 0.1 -0.1 0.0002
C -2.404200 -4.504800 1.563900 0.0 -0.1 0.1 0.0007
C -1.987400 -5.540800 2.386900 0.0 0.0 0.0 -0.0003
C -0.646900 -5.892200 2.460600 0.0 0.0 0.0 0.0007
C 0.295600 -5.198400 1.717000 0.0 0.1 -0.1 0.0003
H -0.831600 -4.363900 -2.032300 -0.2 0.0 0.0 0.0000
H -0.491500 -6.004900 -3.847200 -0.1 0.0 -0.1 0.0000
H 1.769300 -6.864300 -4.332600 0.0 -0.1 0.0 0.0000
H 3.692300 -6.149800 -2.951800 0.1 0.0 -0.1 0.0000
H 3.360900 -4.501900 -1.153100 0.1 0.0 0.1 0.0001
H -1.767900 -2.998100 0.163300 -0.1 0.0 -0.1 0.0000
H -3.450200 -4.247500 1.508400 -0.1 0.0 0.0 0.0000
H -2.712800 -6.080000 2.975600 -0.1 -0.1 0.0 0.0000
H -0.335300 -6.705000 3.098900 0.0 0.0 0.0 0.0001
H 1.342700 -5.460000 1.775200 0.1 -0.1 0.0 0.0000
```
Positions in Å, forces in eV/Å.

Output
**ΔE to the lowest compared entry with this formula, charge and spin**: 4.637 eV
**Gap between HOMO and LUMO (alpha / beta)**: 0.139 / 0.132 hartree
**⟨S²⟩**: 0.82
**Calculated total energy**: -3552.92236 Eh
**Net charge**: +3
**2S+1**: 2

=====

No. 2
Below is a structure of composition C37H47BN6O2RuS2 in a non-equilibrium geometry, with properties calculated with the ωB97M-V functional and the def2-TZVPD basis.

```
96
Properties=species:S:1:pos:R:3:forces:R:3:lowdin_spin:R:1
Ru -0.106697 -0.083550 0.086581 0.3 0.2 -0.6 3.5009
C -5.385344 0.108490 0.550647 -1.0 -0.8 -1.0 0.0020
C -4.262159 -0.230276 -0.363807 0.2 0.7 -0.1 0.0126
C -4.031101 -0.133726 -1.739377 -1.9 0.2 0.6 0.0064
C -2.707117 -0.459644 -1.920394 0.9 0.5 -0.6 0.0181
N -2.125302 -0.622738 -0.728158 0.2 -0.7 0.2 0.0681
N -3.098956 -0.513055 0.200573 1.1 -0.7 1.6 0.0007
B -2.739780 -0.633790 1.788404 1.1 -0.6 -2.0 0.0023
N -1.763118 -1.903996 1.929774 0.7 -0.2 0.2 0.0013
N -0.450476 -1.875622 1.425641 -1.6 -0.6 0.4 0.0732
C 0.032233 -3.087623 1.726525 1.5 0.9 0.1 0.0172
C -0.795947 -3.903030 2.442879 -2.2 1.7 0.4 0.0051
C -1.961618 -3.106973 2.527152 -1.1 -0.1 0.3 0.0121
C -3.289688 -3.396266 3.215699 1.0 -1.2 0.2 0.0020
C 1.286567 -3.587219 1.215955 2.2 -1.0 -2.6 0.0017
C 1.182727 -4.039478 -0.165089 -0.4 0.8 2.4 0.0004
C 2.225900 -4.728460 -0.711823 1.0 -2.0 -0.7 0.0001
C 3.390038 -5.031725 0.066234 -1.0 1.5 -0.3 0.0001
C 3.564935 -4.451503 1.300175 0.1 0.3 1.0 0.0000
C 2.514404 -3.769826 1.896499 -2.7 0.2 -1.4 0.0005
N -2.002431 0.710075 2.111600 -0.5 -0.6 1.9 0.0163
N -1.475770 1.399168 1.106881 0.4 0.2 -1.5 0.0728
C -1.291744 2.666013 1.474150 -0.1 -0.9 0.0 0.0153
C -1.615527 2.774874 2.810203 -1.0 0.3 2.1 0.0081
C -2.077672 1.495454 3.216974 -0.2 1.5 0.1 0.0128
C -2.517949 1.091675 4.616140 0.4 -1.1 -0.5 0.0016
C -1.078605 3.703266 0.486718 1.3 2.1 0.8 0.0010
C -1.624648 3.680111 -0.762197 -1.5 1.4 -1.4 0.0013
C -1.611885 4.913631 -1.515232 -1.1 -1.7 -0.5 -0.0003
C -0.987857 6.056547 -1.038980 -1.4 0.3 -1.5 0.0010
C -0.456530 6.097233 0.229317 0.7 -0.2 0.2 -0.0001
C -0.457096 4.917264 0.928679 0.2 -1.1 1.4 0.0010
C -1.896357 -0.500290 -3.163176 -1.1 0.8 -0.3 0.0020
C -0.797520 -1.315933 -3.237880 1.1 -0.8 1.2 0.0029
C 0.144847 -1.349834 -4.236845 -2.1 1.5 -1.0 0.0002
C -0.100755 -0.483465 -5.320078 1.0 -0.9 0.5 0.0013
C -1.198521 0.319292 -5.298151 -2.8 0.7 0.4 0.0006
C -2.200726 0.289089 -4.265224 1.8 0.4 -0.1 0.0011
H -6.263280 0.516474 0.046925 -0.1 -0.8 -0.3 0.0001
H -5.117045 0.949132 1.112240 0.8 1.1 1.3 0.0004
H -5.621011 -0.736097 1.215479 -0.2 0.4 -0.3 0.0004
H -4.821141 0.199430 -2.396583 0.3 -0.4 -0.4 0.0007
H -3.748404 -0.765584 2.365376 -0.1 -0.1 0.6 -0.0001
H -0.545969 -4.825302 2.926037 -0.2 -0.3 -0.2 0.0005
H -3.572798 -2.512452 3.711814 -0.1 1.0 1.3 0.0004
H -3.198280 -4.271105 3.910794 0.0 1.0 -0.5 0.0001
H -4.183492 -3.558355 2.629819 0.2 -0.4 -1.0 0.0005
H 0.193023 -3.868714 -0.609559 0.7 -0.2 -0.3 -0.0001
H 2.122191 -5.244029 -1.708191 0.1 0.8 1.1 0.0000
H 4.203534 -5.611839 -0.268799 0.5 -0.7 -0.9 0.0000
H 4.496471 -4.506841 1.884457 -0.4 -0.4 -0.5 0.0000
H 2.474289 -3.425927 2.888258 0.7 0.4 1.3 0.0000
H -1.705742 3.690667 3.444334 0.3 -1.0 -0.8 0.0008
H -2.938876 1.808558 5.290952 0.4 1.4 -0.1 0.0000
H -1.669519 0.612227 5.109517 0.0 0.1 0.1 0.0002
H -3.317939 0.374460 4.708340 -0.2 -0.8 -0.9 0.0002
H -2.286357 2.843989 -1.085055 0.8 0.6 0.2 -0.0001
H -2.293498 4.966523 -2.432884 1.4 -0.1 1.2 0.0000
H -1.117510 6.938736 -1.667953 0.3 0.0 0.4 0.0001
H -0.046428 7.015431 0.655468 -0.1 -0.4 -0.2 0.0000
H 0.015537 4.888963 1.929562 -0.4 0.1 -0.6 0.0000
H -0.644866 -1.907374 -2.364462 0.3 -0.7 0.5 0.0006
H 0.886591 -2.080872 -4.242256 1.3 -0.8 0.1 0.0000
H 0.565579 -0.443570 -6.172960 0.0 0.0 0.0 0.0001
H -1.405873 0.948040 -6.147265 0.1 0.2 -0.2 0.0000
H -3.045251 0.984528 -4.179091 0.4 -0.3 -0.6 0.0000
C 1.318524 0.604618 3.384653 1.2 -0.7 -0.3 0.7824
H 0.504694 0.485395 3.997728 -1.9 -0.2 1.2 0.0611
H 2.108027 -0.110113 3.530049 0.3 0.1 -0.2 0.0565
H 1.391079 1.494153 2.828870 0.3 0.8 -0.7 0.0584
C 2.314158 3.985097 -1.369818 1.1 -1.4 -0.3 0.0044
S 1.956626 2.210915 -1.483763 -0.4 1.2 -0.3 0.0076
C 0.915771 2.308276 -2.930917 0.2 1.1 -0.3 0.0014
O 0.943795 2.027084 -0.373318 0.0 -1.1 0.5 0.0664
H 2.791623 4.230883 -2.303210 0.1 0.3 -0.4 0.0007
H 3.040704 4.116334 -0.579608 0.0 0.1 0.3 0.0000
H 1.413245 4.511086 -1.211108 -1.0 0.6 0.2 0.0001
H 1.432032 2.624010 -3.831304 0.4 0.3 0.1 -0.0001
H 0.039070 2.940755 -2.757173 0.3 0.0 0.2 -0.0001
H 0.604798 1.338552 -3.155188 -0.7 -1.9 -0.1 0.0006
C 3.972167 -2.097900 -2.684595 -0.4 0.7 -1.2 0.0005
C 4.373058 -1.141230 -1.511822 -0.3 0.9 -2.2 0.0023
S 3.051143 -1.267426 -0.337019 0.1 -0.1 0.2 0.0062
O 1.885247 -0.669455 -1.118418 -0.4 0.1 0.5 0.0682
C 3.718373 -0.057883 0.816726 -1.1 -1.2 0.9 0.0061
C 4.493481 -0.903284 1.819771 2.5 0.2 -1.1 -0.0001
H 4.568868 -2.024949 -3.658083 -0.4 0.0 1.7 0.0000
H 2.943167 -1.795882 -2.972496 0.6 0.0 0.0 0.0002
H 3.820360 -3.144021 -2.396389 0.7 0.2 0.2 0.0000
H 4.254921 -0.041848 -1.827462 0.4 -1.5 0.1 0.0001
H 5.372291 -1.284869 -1.097323 -0.2 -0.2 0.2 0.0005
H 2.845189 0.307735 1.323640 -0.5 0.5 0.2 0.0077
H 4.199127 0.749301 0.341502 0.8 0.8 -0.7 0.0002
H 3.793972 -1.392621 2.445909 -0.5 -0.6 0.7 -0.0005
H 5.217940 -0.284327 2.432460 -0.8 -0.8 -0.7 0.0000
H 5.069839 -1.711631 1.236358 -0.5 1.1 1.2 0.0002
```
Positions in Å, forces in eV/Å.

Output
**ΔE to the lowest compared entry with this formula, charge and spin**: 1.309 eV
**Gap between HOMO and LUMO (alpha / beta)**: 0.331 / 0.284 hartree
**⟨S²⟩**: 8.76
**Calculated total energy**: -2832.90166 Eh
**Net charge**: +1
**2S+1**: 6